(1)
An isolated ion of composition C3H6NO and charge +1, computed with ωB97M-V with the def2-TZVPD basis set.

Cartesian coordinates (Å):
1 O -0.9717 2.4159 -0.9215
2 N 0.3617 -1.4958 1.3104
3 C -0.0245 1.6358 -0.6858
4 C -0.2350 -0.4106 1.1821
5 C -0.0327 0.2830 -0.2568
6 H 1.0142 2.1575 -0.6248
7 H -1.8245 2.1014 -0.8752
8 H 0.7865 -0.4820 -0.6375
9 H 0.8447 -2.1033 0.6584
10 H 0.3058 -1.9282 2.2047
11 H -0.9256 -0.1148 -0.5821

Properties
- total charge = +1
- energy above the lowest of the compared OMol25 structures with the same formula, charge and spin (kcal per mole) = 85.1
- LUMO level (eV) = -6.008
- energy (eV) = -6734.2869
- gap between HOMO and LUMO (eV) = 7.28


(2)
An isolated ion of composition C3H6NO and charge +1, computed with ωB97M-V with the def2-TZVPD basis set.

Cartesian coordinates (Å):
1 O 1.4272 -0.2492 -0.6034
2 N -2.3859 -0.2740 0.1432
3 C -1.0449 -0.7067 -0.1337
4 C 0.1914 -0.2864 -0.3390
5 C 2.2671 -0.4683 0.5350
6 H -2.5408 -0.6776 1.0780
7 H -2.6313 0.7056 0.2105
8 H 2.1692 0.3799 1.3261
9 H 3.1763 -0.5869 0.0218
10 H 1.8936 -1.4804 0.9461
11 H -2.8512 -0.8881 -0.5691

Properties
- total charge = +1
- energy above the lowest of the compared OMol25 structures with the same formula, charge and spin (kcal per mole) = 83.4
- LUMO level (eV) = -4.423
- energy (eV) = -6734.3609
- gap between HOMO and LUMO (eV) = 10.07


(3)
A 2-piece molecular cluster, C3H6NO2 overall, computed with ωB97M-V with the def2-TZVPD basis set.

Cartesian coordinates (Å):
1 O -1.8043 0.5944 -1.4486
2 O -0.7144 -1.2912 -2.0582
3 N 0.0752 1.2652 0.6199
4 C -1.7007 -0.5599 -1.9195
5 C 0.9685 0.1331 0.7219
6 C 1.4789 -0.3074 1.8714
7 H 0.5733 1.8469 -0.0460
8 H -0.7052 0.9259 0.0397
9 H 2.1661 -1.1418 1.7666
10 H 1.0314 -0.4283 -0.2121
11 H -2.6732 -0.9907 -2.2412
12 H 1.3046 -0.0462 2.9061

Properties
- total charge = -1
- energy above the lowest of the compared OMol25 structures with the same formula, charge and spin (kcal per mole) = 28.7
- LUMO level (eV) = 4.201
- energy (eV) = -8793.9710
- gap between HOMO and LUMO (eV) = 8.57


(4)
A 2-piece molecular cluster, C3H6NO2 overall, computed with ωB97M-V with the def2-TZVPD basis set.

Cartesian coordinates (Å):
1 O 1.5006 -1.4946 1.7223
2 O 1.5657 0.3416 0.2929
3 N -0.7067 1.1245 -1.4573
4 C -1.7312 0.7410 -0.5966
5 C -2.8067 -0.1135 -0.7955
6 C 2.1214 -0.6122 1.0571
7 H -1.5806 1.1362 0.3469
8 H 3.1905 -0.4325 0.9782
9 H -2.9638 -0.9230 -0.1304
10 H -0.6592 0.7642 -2.3833
11 H 0.1607 0.9675 -0.9203
12 H -3.2315 -0.2528 -1.8020

Properties
- total charge = -1
- energy above the lowest of the compared OMol25 structures with the same formula, charge and spin (kcal per mole) = 51.1
- LUMO level (eV) = 4.295
- energy (eV) = -8792.9993
- gap between HOMO and LUMO (eV) = 8.53


(5)
One molecule with the formula C3H6NO2, computed with ωB97M-V with the def2-TZVPD basis set.

Cartesian coordinates (Å):
1 O 1.2532 -2.3514 1.3684
2 O -0.5745 -2.5238 0.3026
3 N 0.1669 -0.4138 0.8410
4 C -0.5893 0.2197 -0.2367
5 C 0.2599 -1.7770 0.8281
6 C 0.0391 1.5074 -0.6904
7 H -1.6164 0.3399 0.1113
8 H -0.7323 -0.4814 -1.0775
9 H 1.0362 1.3376 -1.1360
10 H 1.0806 -0.0160 1.0204
11 H 0.2267 2.1795 0.1429
12 H -0.5501 1.9792 -1.4740

Properties
- total charge = 0
- energy above the lowest of the compared OMol25 structures with the same formula, charge and spin (kcal per mole) = 0.0
- LUMO level (spin up / spin down) (eV) = 0.790 / -2.857
- energy (eV) = -8791.8356
- expectation value of S² = 0.7577
- multiplicity = 2
- gap between HOMO and LUMO (spin up / spin down) (eV) = 11.44 / 7.68


(6)
One molecule with the formula C3H6NO2, computed with ωB97M-V with the def2-TZVPD basis set.

Cartesian coordinates (Å):
1 O -2.6891 0.5297 1.3573
2 O -0.8823 0.9478 2.5951
3 N -0.7495 -0.1316 0.5423
4 C -1.4203 0.4802 1.5989
5 C 1.1521 -0.6857 -1.1505
6 C 0.4277 0.3683 -0.1976
7 H 1.2943 -0.2539 -2.0636
8 H -1.3202 -0.5710 -0.1755
9 H 1.1840 0.8035 0.4637
10 H 0.4684 -1.7459 -1.2792
11 H 2.2125 -1.0750 -0.8735
12 H 0.3223 1.3337 -0.8175

Properties
- total charge = 0
- energy above the lowest of the compared OMol25 structures with the same formula, charge and spin (kcal per mole) = 30.0
- LUMO level (spin up / spin down) (eV) = 0.751 / -3.045
- energy (eV) = -8790.5350
- expectation value of S² = 0.7563
- multiplicity = 2
- gap between HOMO and LUMO (spin up / spin down) (eV) = 11.33 / 7.25


(7)
A 2-piece molecular cluster, C3H6NO2 overall, computed with ωB97M-V with the def2-TZVPD basis set.

Cartesian coordinates (Å):
1 O 0.9322 -0.7584 -0.1709
2 O 0.6206 -0.6347 1.9477
3 N -1.5258 0.2038 0.3580
4 C -2.6036 -0.1237 0.1648
5 C 0.6206 -0.0366 0.8167
6 C 1.0844 -0.0510 -1.4608
7 H 0.6938 1.0042 0.8025
8 H 0.4953 0.8295 -1.3881
9 H 0.8292 -0.6382 -2.2247
10 H 2.0783 0.2577 -1.5147
11 H -3.6035 -0.0163 -0.0390
12 H 0.3785 -0.0364 2.7085

Properties
- total charge = +1
- energy above the lowest of the compared OMol25 structures with the same formula, charge and spin (kcal per mole) = 40.9
- LUMO level (eV) = -3.897
- energy (eV) = -8784.2066
- gap between HOMO and LUMO (eV) = 13.34


(8)
One molecule with the formula C3H6NO2PS, computed with ωB97M-V with the def2-TZVPD basis set.

Cartesian coordinates (Å):
1 S 0.4703 -1.4192 -0.3585
2 P -0.7725 -0.0316 0.5353
3 O -2.1460 -0.4720 -0.2971
4 O 3.7849 0.7948 0.4218
5 N 1.7481 1.1918 -0.6293
6 C -3.4085 0.1715 -0.0430
7 C 2.0951 -0.9855 0.2846
8 C 2.6947 0.4812 -0.0498
9 H 2.0015 2.1307 -0.8392
10 H 2.1540 -1.1139 1.4171
11 H -3.8724 -0.3431 -0.9278
12 H -3.3506 1.3005 -0.2336
13 H -4.1299 0.0545 0.8421
14 H 2.7315 -1.7597 -0.1227

Properties
- total charge = 0
- energy above the lowest of the compared OMol25 structures with the same formula, charge and spin (kcal per mole) = 66.1
- LUMO level (eV) = -2.319
- energy (eV) = -28914.4816
- gap between HOMO and LUMO (eV) = 5.75


(9)
A 2-piece molecular cluster, C3H6NO3 overall, computed with ωB97M-V with the def2-TZVPD basis set.

Cartesian coordinates (Å):
1 O 0.6638 -0.1290 -2.4658
2 O -3.0318 1.0974 0.6565
3 O 1.6263 -0.3833 1.7113
4 N -1.4660 -0.2685 -0.3753
5 C 0.8475 0.3491 -1.3128
6 C -0.1703 -0.5240 -0.2895
7 C -1.9139 0.6245 0.5803
8 H -1.2395 0.7915 1.4486
9 H -0.0776 -1.5581 -0.6238
10 H 1.8653 0.2554 -0.9137
11 H 2.0619 -1.2097 2.0040
12 H 0.5123 1.3805 -1.1759
13 H 0.3218 -0.4257 0.7558

Properties
- total charge = -1
- energy above the lowest of the compared OMol25 structures with the same formula, charge and spin (kcal per mole) = 155.1
- LUMO level (eV) = 1.597
- energy (eV) = -10836.8506
- gap between HOMO and LUMO (eV) = 6.08


(10)
A 2-piece molecular cluster, C3H6NOP overall, computed with ωB97M-V with the def2-TZVPD basis set.

Cartesian coordinates (Å):
1 P -0.3165 -0.9880 -2.0230
2 O 0.0922 -0.1522 3.3002
3 N -0.2671 0.0656 -0.6739
4 C -0.4478 0.1817 2.3285
5 C 0.6219 -0.1800 0.3999
6 C 0.8756 0.9873 -0.6062
7 H 0.8496 1.9648 -0.3065
8 H -1.4044 -0.2690 -2.6186
9 H 1.7234 0.7407 -1.4396
10 H 1.0661 -1.1603 0.6983
11 H -1.3187 -1.7452 -1.3506
12 H -1.4743 0.5545 2.2916

Properties
- total charge = 0
- energy above the lowest of the compared OMol25 structures with the same formula, charge and spin (kcal per mole) = 112.6
- LUMO level (eV) = 0.972
- energy (eV) = -16029.3230
- gap between HOMO and LUMO (eV) = 8.76


(11)
One molecule with the formula C3H6NOP, computed with ωB97M-V with the def2-TZVPD basis set.

Cartesian coordinates (Å):
1 P -2.1787 0.2243 -0.3094
2 O 0.2628 -0.6831 0.7394
3 N 0.2813 1.4382 -0.0350
4 C 1.2718 0.8661 -0.5227
5 C -0.4896 0.4366 0.6371
6 C 1.2134 -0.6086 -0.2828
7 H 2.0225 1.4750 -1.0804
8 H -0.6665 0.7585 1.7300
9 H 0.9150 -1.1028 -1.2867
10 H -2.6894 -0.4696 0.9336
11 H 2.0186 -1.2233 0.0581
12 H -1.9612 -1.1111 -0.5813

Properties
- total charge = 0
- energy above the lowest of the compared OMol25 structures with the same formula, charge and spin (kcal per mole) = 43.6
- LUMO level (eV) = 0.835
- energy (eV) = -16032.3141
- gap between HOMO and LUMO (eV) = 9.99


(12)
C3H6NP as an isolated structure, computed with ωB97M-V with the def2-TZVPD basis set.

Cartesian coordinates (Å):
1 P -1.9306 0.3272 -0.0877
2 N 0.4262 -1.9445 -1.9337
3 C 1.1421 0.0555 0.7824
4 C -0.1934 0.1872 -0.7547
5 C 0.0962 -1.0302 -1.3361
6 H 0.2593 0.9360 -1.2679
7 H 0.4988 -0.2379 1.5940
8 H 1.8953 -0.6428 0.5333
9 H -1.7495 -0.2870 1.1096
10 H 1.2583 1.1020 0.7882
11 H -1.7027 1.5346 0.5728

Properties
- total charge = 0
- energy above the lowest of the compared OMol25 structures with the same formula, charge and spin (kcal per mole) = 38.0
- LUMO level (eV) = 0.690
- energy (eV) = -13984.1805
- gap between HOMO and LUMO (eV) = 10.15


(13)
C3H6NP as an isolated structure, computed with ωB97M-V with the def2-TZVPD basis set.

Cartesian coordinates (Å):
1 P 1.2502 -1.1942 -0.3823
2 N -0.1016 -1.6227 0.5609
3 C -0.5498 0.7259 0.2836
4 C -0.8083 -0.6164 0.8452
5 C 0.7542 0.5975 -0.5551
6 H 1.5178 1.2015 -0.0258
7 H 0.6804 -1.8817 -1.6457
8 H -1.5841 -0.9386 1.5774
9 H -0.5170 1.4819 1.1901
10 H 0.6545 1.1565 -1.5240
11 H -1.2962 1.0903 -0.3245

Properties
- total charge = 0
- energy above the lowest of the compared OMol25 structures with the same formula, charge and spin (kcal per mole) = 0.0
- LUMO level (eV) = 0.893
- energy (eV) = -13985.8281
- gap between HOMO and LUMO (eV) = 9.77


(14)
C3H6NP3 as an isolated structure, computed with ωB97M-V with the def2-TZVPD basis set.

Cartesian coordinates (Å):
1 P 0.6157 -2.6312 0.1536
2 P -3.1015 0.6006 -0.0822
3 P 2.2264 1.8369 0.0590
4 N 0.0917 0.1108 -0.0024
5 C -0.3687 -1.2617 -0.1606
6 C 1.4345 0.2910 0.0171
7 C -0.7675 1.1071 0.0815
8 H 3.4811 1.2266 0.4714
9 H -0.4163 -3.5596 0.0750
10 H 2.1078 -0.5857 0.0384
11 H -0.8218 2.2034 0.1325
12 H -3.4283 1.8798 -0.5279
13 H -1.4772 -1.3546 -0.5105

Properties
- total charge = 0
- energy above the lowest of the compared OMol25 structures with the same formula, charge and spin (kcal per mole) = 111.5
- LUMO level (spin up / spin down) (eV) = -1.463 / -0.770
- energy (eV) = -32557.3360
- gap between HOMO and LUMO (spin up / spin down) (eV) = 5.49 / 7.65


(15)
C3H6NaO4 as an isolated structure, computed with ωB97M-V with the def2-TZVPD basis set.

Cartesian coordinates (Å):
1 Na -2.1445 1.3260 4.7425
2 O 2.8751 0.1971 -2.9892
3 O -0.6314 0.9060 2.6034
4 O -2.6203 -0.0538 2.6853
5 O -1.3517 -0.4045 0.9141
6 C -0.1340 -0.1534 0.2145
7 C -0.1482 -0.8812 -1.0739
8 C -1.5246 0.1722 2.1129
9 H -0.5348 -0.4042 -1.9754
10 H 2.3669 1.0043 -3.2002
11 H 0.2602 -1.8917 -1.1082
12 H -0.0295 0.9372 0.0561
13 H 0.7235 -0.4599 0.8352
14 H 2.8935 -0.2941 -3.8171

Properties
- total charge = 0
- energy above the lowest of the compared OMol25 structures with the same formula, charge and spin (kcal per mole) = 0.0
- LUMO level (spin up / spin down) (eV) = -1.094 / -1.103
- energy (eV) = -15813.7530
- expectation value of S² = 0.7535
- multiplicity = 2
- gap between HOMO and LUMO (spin up / spin down) (eV) = 6.91 / 7.31


(16)
C3H6O as an isolated structure, computed with ωB97M-V with the def2-TZVPD basis set.

Cartesian coordinates (Å):
1 O -0.1431 -1.3372 -0.5422
2 C -1.2810 -0.7093 -0.0162
3 C 0.8303 -0.4349 -0.0606
4 C 0.0041 0.8607 -0.1007
5 H 0.0462 1.5241 0.7630
6 H 0.1040 1.4116 -1.0420
7 H 1.1160 -0.6804 0.9749
8 H -1.2102 0.5081 -0.3698
9 H 1.7211 -0.4488 -0.6985
10 H -1.1875 -0.6938 1.0921

Properties
- total charge = 0
- energy above the lowest of the compared OMol25 structures with the same formula, charge and spin (kcal per mole) = 116.6
- LUMO level (eV) = 0.714
- energy (eV) = -5250.6391
- gap between HOMO and LUMO (eV) = 9.04


(17)
C3H6O as an isolated structure, computed with ωB97M-V with the def2-TZVPD basis set.

Cartesian coordinates (Å):
1 O 0.5409 0.1382 1.7802
2 C 0.5451 0.3316 0.5304
3 C 1.1664 0.9538 -0.4608
4 C -0.9747 -0.7131 -0.1630
5 H -1.5677 0.0613 -0.6367
6 H -0.4757 -1.3790 -0.8583
7 H 0.8546 0.8743 -1.4883
8 H -0.4698 -0.5129 1.0195
9 H 2.0222 1.5630 -0.2002
10 H -1.6415 -1.3170 0.4771

Properties
- total charge = 0
- energy above the lowest of the compared OMol25 structures with the same formula, charge and spin (kcal per mole) = 100.5
- LUMO level (eV) = 0.863
- energy (eV) = -5251.3371
- gap between HOMO and LUMO (eV) = 9.60


(18)
One molecule with the formula C3H6O, computed with ωB97M-V with the def2-TZVPD basis set.

Cartesian coordinates (Å):
1 O -1.0814 -1.0371 -0.2558
2 C 1.1955 -0.1186 -0.2003
3 C -1.3473 0.3567 -0.1124
4 C -0.1372 -0.2891 0.4049
5 H 1.7912 -1.0580 -0.2210
6 H -2.1282 0.7858 0.5751
7 H -1.1864 0.9676 -1.0448
8 H 1.7067 0.5782 0.6089
9 H 1.2431 0.2769 -1.2483
10 H -0.0562 -0.4624 1.4937

Properties
- total charge = 0
- energy above the lowest of the compared OMol25 structures with the same formula, charge and spin (kcal per mole) = 38.8
- LUMO level (eV) = 1.171
- energy (eV) = -5254.0110
- gap between HOMO and LUMO (eV) = 11.50


(19)
C3H6O as an isolated structure, computed with ωB97M-V with the def2-TZVPD basis set.

Cartesian coordinates (Å):
1 O 1.0378 -0.2033 -0.8333
2 C -0.7635 -0.1970 0.2953
3 C 0.6174 -0.7236 0.3338
4 C -0.2320 0.4691 -0.9810
5 H -1.1249 0.4496 1.0935
6 H -1.4811 -1.0030 0.1162
7 H -0.6962 0.2125 -1.9360
8 H 1.3728 -0.8479 1.2206
9 H -0.0798 1.5502 -0.9076
10 H 1.3496 0.2935 1.5985

Properties
- total charge = 0
- energy above the lowest of the compared OMol25 structures with the same formula, charge and spin (kcal per mole) = 120.4
- LUMO level (eV) = 0.713
- energy (eV) = -5250.4732
- gap between HOMO and LUMO (eV) = 8.58


(20)
A 2-piece molecular cluster, C3H6O2 overall, computed with ωB97M-V with the def2-TZVPD basis set.

Cartesian coordinates (Å):
1 O -0.2909 0.6468 -0.8620
2 O -2.0540 0.4689 1.2082
3 C 1.9756 0.2840 -0.1504
4 C 1.0379 0.4473 -1.0789
5 C -2.0088 -0.6991 0.9270
6 H -1.5206 -1.4917 1.5203
7 H 1.1633 0.3351 -2.1507
8 H -2.5123 -1.0558 0.0142
9 H -0.5361 0.4286 0.0556
10 H 1.7736 -0.0206 0.8693
11 H 2.9723 0.6565 -0.3527

Properties
- total charge = 0
- energy above the lowest of the compared OMol25 structures with the same formula, charge and spin (kcal per mole) = 67.9
- LUMO level (eV) = 0.261
- energy (eV) = -7300.7321
- gap between HOMO and LUMO (eV) = 9.07